Molecular formula: C9H18Cl2IN2O6P
Method: DFT, ωB97M-V/def2-TZVPD

XYZ file:
```
39
Properties=species:S:1:pos:R:3:forces:R:3
C 1.18258 3.65308 2.53797 -0.54 1.07 0.27
C 1.01717 3.95655 0.96907 -0.82 0.72 -0.23
P 0.88316 2.36248 -0.10394 -0.42 0.94 2.38
O -0.79860 2.26565 0.42230 0.07 0.05 -1.20
C 1.08248 0.62066 0.69541 -0.25 -1.03 -0.02
C -0.10708 -0.36162 0.20771 -2.66 0.15 4.34
O -1.02708 -0.62665 1.02245 3.98 0.80 -3.60
I -0.25683 -1.22733 -1.77858 0.27 0.38 0.65
C 2.73879 2.39522 -0.53753 2.67 -0.71 -3.19
Cl 3.98475 2.97472 0.70460 -1.66 -0.73 -1.15
C 3.25029 1.96135 -1.78336 -0.84 0.82 2.05
C 2.37621 1.38102 -2.98002 1.72 -0.01 -0.58
Cl 5.07678 2.02008 -2.05262 -2.20 -0.24 -0.03
H 0.18011 3.88205 3.05959 1.52 -0.54 -0.85
H 1.45814 2.58127 2.79760 -0.05 1.57 -0.37
H 1.92078 4.42878 2.96533 -0.91 -1.59 -0.58
H -0.01211 4.46389 0.83998 1.69 -0.83 0.13
H 1.77525 4.70251 0.54492 -0.76 -1.36 0.77
H 0.45699 2.57304 -1.45106 0.53 -0.31 0.48
H -1.32198 2.91002 -0.09845 0.29 -0.54 0.54
H 0.95874 0.68703 1.83933 -0.11 0.09 -1.85
H 2.12161 0.19336 0.51050 -1.49 0.51 -0.11
H 2.18416 0.26258 -2.82115 0.00 1.75 -0.11
H 1.44005 1.97955 -3.22692 1.18 -0.91 0.69
H 3.04306 1.43992 -3.92187 -1.06 -0.05 1.50
C -0.96812 -6.05074 -1.35590 -0.34 -0.11 0.03
N 0.07433 -5.45664 -2.23302 0.15 0.11 -0.21
O -0.24220 -5.19514 -3.38194 0.28 -0.02 0.46
O 1.17269 -5.27386 -1.73647 -0.46 -0.03 -0.30
H -1.88868 -6.15549 -1.92676 0.19 0.06 0.01
H -0.60517 -7.02362 -1.02697 0.04 0.17 0.06
H -1.11154 -5.37604 -0.51277 0.12 -0.12 -0.03
C -3.76481 -1.18207 2.02167 0.30 -0.13 -0.07
N -4.96226 -2.05602 1.90911 -0.17 -0.10 0.01
O -4.81349 -3.14687 1.38219 -0.24 0.40 0.24
O -6.00990 -1.61655 2.35349 0.38 -0.32 -0.24
H -2.91192 -1.69758 1.58860 -0.27 0.06 0.06
H -3.97637 -0.26286 1.47720 -0.01 -0.06 0.16
H -3.60000 -0.98575 3.08033 -0.12 0.09 -0.12
```
Forces are in eV/Å.

Summary:
Lowest unoccupied orbital energy = -0.009 Eh
Gap between HOMO and LUMO = 9.16 eV


Molecular formula: C27H40BN6Re
Method: DFT, ωB97M-V/def2-TZVPD

XYZ file:
```
75
Properties=species:S:1:pos:R:3:forces:R:3
Re 0.01841 0.38987 -0.01140 0.23 -0.37 0.22
C -3.76555 0.40571 -0.05976 -0.04 -0.11 0.11
C -2.96129 -0.81062 0.13085 0.27 0.07 0.05
C -3.50030 -2.03823 0.35685 -0.04 -0.09 0.00
C -2.43583 -2.92215 0.54950 -0.03 -0.08 0.02
C -2.49141 -4.37726 0.84454 0.00 0.01 -0.01
N -1.31212 -2.23158 0.42682 0.08 0.09 0.01
N -1.56016 -0.89485 0.16730 -0.46 -0.06 -0.06
B 0.11308 -2.73784 0.53806 -0.04 -0.04 -0.01
N 0.80704 -2.41951 -0.75330 -0.09 0.01 -0.03
N 0.94916 -1.10938 -1.17020 0.24 -0.22 -0.24
C 1.71578 -1.22064 -2.32677 -0.17 0.02 0.15
C 2.21281 -0.14218 -3.18962 0.05 0.01 -0.17
C 1.99161 -2.53603 -2.58734 0.08 0.06 -0.09
C 1.41122 -3.27558 -1.57386 -0.08 -0.12 0.11
C 1.43088 -4.75054 -1.37208 0.01 0.04 -0.01
N 0.80200 -1.93817 1.63659 -0.02 0.00 -0.09
N 0.78268 -0.54961 1.61472 -0.06 0.15 0.04
C 1.35995 -0.19008 2.85616 0.05 -0.16 -0.11
C 1.48980 1.16251 3.40450 0.21 0.09 0.13
C 1.74517 -1.30682 3.52309 0.02 0.18 0.11
C 1.37190 -2.40079 2.73815 -0.09 -0.23 -0.17
C 1.53276 -3.84380 3.04283 0.03 0.02 0.04
H -4.78433 0.11771 -0.31044 -0.01 -0.02 0.00
H -3.38179 1.01048 -0.86385 -0.14 -0.33 0.32
H -3.80788 0.97966 0.86347 -0.03 -0.08 -0.01
H -4.54923 -2.27824 0.39281 -0.01 0.00 -0.01
H -3.52710 -4.69889 0.91180 0.00 0.00 0.00
H -1.99465 -4.60853 1.78664 -0.01 0.01 0.01
H -1.99999 -4.95237 0.05926 -0.01 0.00 -0.01
H 0.13924 -3.89827 0.77314 -0.01 0.07 0.02
H 2.00487 0.80704 -2.76254 -0.02 0.47 0.09
H 1.75843 -0.20774 -4.17880 0.00 0.03 0.00
H 3.29127 -0.24166 -3.31638 -0.02 0.01 0.00
H 2.56657 -2.91194 -3.41642 0.01 0.01 -0.02
H 1.96677 -5.22060 -2.19229 0.00 0.00 0.00
H 0.42187 -5.16050 -1.34038 -0.01 0.01 -0.01
H 1.93064 -5.01568 -0.44058 0.01 0.00 0.00
H 0.95558 1.86045 2.80807 -0.25 0.53 -0.27
H 2.53894 1.45008 3.46748 0.03 0.06 -0.02
H 1.08191 1.18388 4.41561 0.01 0.01 -0.02
H 2.21019 -1.34291 4.49376 0.02 0.01 0.02
H 2.07444 -3.96576 3.97677 0.01 0.00 0.00
H 2.08006 -4.35316 2.24980 0.01 0.01 -0.01
H 0.56154 -4.33051 3.14109 -0.01 0.01 0.00
C 2.26774 3.30722 0.96237 -0.08 -0.13 0.06
C 1.05297 2.76059 0.25753 -0.07 0.05 0.29
C -0.25370 2.84539 0.80881 0.08 0.01 0.16
C -0.52771 3.50499 2.13922 0.03 -0.02 -0.05
C -1.39552 2.58515 -0.00921 -0.03 0.02 0.08
C -2.71013 3.10814 0.50870 0.01 0.09 -0.03
C -1.22889 2.21305 -1.36858 -0.01 -0.10 -0.10
C -2.39574 2.13647 -2.32341 0.14 0.20 -0.21
C 0.07429 2.20202 -1.93717 0.03 0.06 -0.06
C 0.13865 2.27584 -3.44236 0.01 -0.18 0.06
C 1.21747 2.44311 -1.11860 -0.04 0.01 -0.23
C 2.57926 2.74777 -1.69764 -0.03 -0.14 -0.02
H 2.55538 4.23231 0.45720 0.00 0.00 0.04
H 3.12124 2.63451 0.89625 0.00 -0.01 0.00
H 2.11088 3.56225 1.99711 -0.07 -0.07 0.17
H -1.14518 2.88706 2.79084 0.00 -0.01 -0.01
H -1.08826 4.42304 1.95142 0.01 -0.01 0.01
H 0.35805 3.79839 2.68299 0.10 -0.04 0.01
H -2.63565 4.20047 0.48124 0.04 0.00 0.01
H -2.90169 2.83500 1.54248 -0.01 -0.02 0.00
H -3.57035 2.84136 -0.08451 0.05 0.11 0.01
H -2.40495 1.20120 -2.88430 0.01 -0.01 0.01
H -2.30606 2.93874 -3.05581 0.03 0.04 -0.03
H -3.36066 2.26496 -1.85247 0.11 0.22 -0.22
H -0.34628 3.21079 -3.73374 -0.02 0.01 0.00
H -0.40993 1.47002 -3.92596 0.00 -0.03 0.00
H 1.13562 2.30915 -3.85434 0.06 -0.06 0.04
H 3.36545 2.14828 -1.23990 0.00 -0.01 -0.01
H 2.81345 3.79175 -1.48224 -0.03 -0.01 -0.03
H 2.64524 2.63601 -2.76956 -0.02 -0.04 -0.04
```
Forces are in eV/Å.

Summary:
ΔE to the lowest compared entry with this formula, charge and spin = 4.6 kcal/mol
Lowest unoccupied orbital energy (spin up / spin down) = -0.437 / -0.423 Eh
Net charge = +3
Multiplicity = 2
Gap between HOMO and LUMO (spin up / spin down) = 5.76 / 6.26 eV
Expectation value of S² = 0.79


Molecular formula: C3H9NO2
Method: DFT, ωB97M-V/def2-TZVPD

XYZ file:
```
15
Properties=species:S:1:pos:R:3:forces:R:3
C 0.76862 0.27149 1.34234 -0.40 -0.30 0.59
C 0.08521 0.08973 2.46826 1.54 0.45 1.28
O -0.52189 -1.04289 2.96147 -0.96 0.07 -1.53
H 1.21913 1.24811 1.23027 0.11 -0.13 -0.26
H 0.93635 -0.50008 0.60166 -0.14 0.17 0.01
H 0.20987 0.80857 3.28525 -0.41 0.17 -0.43
H -1.17471 -1.25796 2.26536 0.41 -0.48 0.67
N -1.04635 0.19038 -2.79806 0.91 -0.82 0.77
C -0.27488 0.08653 -1.60549 2.68 0.23 1.49
O 1.14581 0.42962 -1.79219 -1.08 -1.21 -1.78
H -1.98462 -0.10856 -2.56588 -0.19 0.67 -0.75
H -0.84592 1.05652 -3.26732 -0.88 0.32 -0.03
H -0.39616 0.74436 -0.73860 -1.28 0.20 -0.31
H -0.26032 -0.93719 -1.20083 -0.61 0.03 -0.32
H 1.38813 -0.15514 -2.54530 0.29 0.63 0.60
```
Forces are in eV/Å.

Summary:
ΔE to the lowest compared entry with this formula, charge and spin = 66.9 kcal/mol
Lowest unoccupied orbital energy = 0.025 Eh
Gap between HOMO and LUMO = 9.88 eV


Molecular formula: C5H8N2O
Method: DFT, ωB97M-V/def2-TZVPD

XYZ file:
```
16
Properties=species:S:1:pos:R:3:forces:R:3
C -1.74298 1.58338 0.05091 0.56 -3.29 -0.55
C -0.78585 0.31430 0.08740 -0.22 -1.90 -0.38
C -1.56822 -0.99444 -0.05633 -11.39 -2.74 1.57
C 0.60903 0.33995 0.13731 -2.32 0.61 -1.39
C 1.39537 -0.90790 -0.13982 -1.38 0.12 -1.26
H -1.34099 2.12385 0.85816 -0.11 1.40 1.09
H -1.70116 2.14578 -0.90734 -0.32 -0.50 0.63
H -2.70227 1.05718 0.32434 0.65 1.54 -0.54
H 0.55469 2.31270 -0.03128 0.87 0.26 0.10
H 2.33807 1.64035 0.21519 -4.68 0.02 -1.64
H 0.87340 -1.81108 0.11606 -0.35 -0.37 0.93
H 1.22623 -0.87089 -1.20584 0.51 -0.35 -0.92
H 2.97349 -0.60742 1.27637 -0.91 -1.86 -5.57
N -2.87526 -1.58760 0.01196 12.93 5.32 -0.88
N 1.20674 1.55139 -0.20554 4.06 -0.60 2.46
O 2.75176 -0.96860 0.02907 2.11 2.33 6.37
```
Forces are in eV/Å.

Summary:
ΔE to the lowest compared entry with this formula, charge and spin = 171.3 kcal/mol
Lowest unoccupied orbital energy = -0.017 Eh
Gap between HOMO and LUMO = 7.93 eV


Molecular formula: C17H26ClI2N4O2PdSi
Method: DFT, ωB97M-V/def2-TZVPD

XYZ file:
```
54
Properties=species:S:1:pos:R:3:forces:R:3
Pd -0.28698 0.23647 -0.55656 0.64 0.11 0.24
I 0.81216 -6.19152 4.08317 0.00 -0.02 -0.02
C 0.44133 -4.14444 4.04113 0.06 -0.07 0.06
C 1.01057 -3.31766 5.00576 0.08 -0.25 0.12
C 0.81705 -1.94639 5.01309 -0.04 0.57 0.17
I 1.76605 -0.71736 6.38801 0.03 -0.03 0.04
C 0.00773 -1.36237 4.04517 -0.10 -0.23 -1.32
O -0.12005 -0.02570 3.80438 -0.63 -0.29 -1.82
C -0.59795 -2.25026 3.14022 0.41 0.80 0.48
C 0.12111 -1.32341 0.45210 0.25 -0.02 -0.21
N 1.09072 -2.14992 0.28841 -0.09 0.13 0.21
C 2.01456 -2.02028 -0.86551 -0.05 -0.10 -0.12
C 2.65105 -0.66271 -0.96212 0.13 0.05 0.15
C 4.02513 -0.50883 -0.98193 -0.03 -0.03 -0.02
C 4.55469 0.76732 -1.11245 -0.02 0.05 -0.01
C 3.69235 1.84418 -1.21670 0.04 -0.01 0.01
C 2.32804 1.61030 -1.18128 -0.06 0.19 -0.12
N 1.82394 0.38477 -1.05688 -0.12 -0.17 -0.25
C -0.37193 -3.60463 3.05589 -0.32 0.21 0.15
H 1.64792 -3.75808 5.76062 0.00 0.03 0.02
H -2.43814 -0.89984 2.64208 -0.04 -0.21 -0.13
H -2.08631 -2.29513 1.31535 0.41 -0.15 0.41
H 1.24267 -2.90375 0.95262 -0.01 -0.13 -0.05
H 1.40001 -2.18225 -1.75319 0.04 -0.04 -0.03
H 2.76332 -2.80389 -0.79144 0.02 0.01 0.03
H 4.66974 -1.37358 -0.90539 0.00 0.00 0.01
H 5.62619 0.91314 -1.13068 0.00 0.01 0.00
H 4.06000 2.85469 -1.32118 0.00 0.00 0.00
H 1.59621 2.40630 -1.27274 0.05 -0.05 0.00
H -0.86421 -4.22154 2.31545 -0.01 -0.07 -0.12
N -2.24306 -1.08903 -2.49800 -0.07 -0.04 -0.12
N -1.00508 -1.79951 -2.69001 -0.03 0.02 -0.05
H -2.93187 -1.37825 -3.18939 0.07 0.08 0.02
H -2.04079 -0.10182 -2.65050 0.00 -0.05 0.13
H -0.75794 -1.83135 -3.67534 0.05 -0.02 -0.02
H -1.16497 -2.75585 -2.39895 -0.03 -0.03 0.01
C -0.56243 4.52721 -1.51738 -0.07 0.09 -0.02
Si -1.66191 3.05008 -1.86494 0.10 -0.13 0.04
C -3.02389 3.01013 -0.56858 -0.06 0.03 -0.09
C -2.43648 3.21417 -3.55669 -0.04 0.04 0.01
O -0.76647 1.68679 -1.83058 0.00 0.00 0.04
H -1.08383 5.46770 -1.71427 0.01 -0.01 0.02
H 0.32399 4.51076 -2.15631 0.00 0.00 -0.01
H -0.23459 4.55040 -0.47476 0.02 -0.03 0.00
H -3.69320 3.86618 -0.68287 0.00 0.01 0.00
H -2.61505 3.05879 0.44208 0.03 -0.01 0.07
H -3.64006 2.11017 -0.66056 0.01 0.00 0.00
H -3.03540 4.12477 -3.63398 0.00 0.00 -0.01
H -3.09492 2.36928 -3.77493 0.01 0.00 0.00
H -1.67149 3.25234 -4.33436 0.01 -0.01 -0.01
Cl -1.36395 -1.21576 1.82594 -1.74 -0.17 -2.14
C -1.73165 0.14122 0.61611 -0.51 -0.60 0.53
H -0.48162 0.05740 2.75913 1.49 0.48 3.49
H -2.48028 0.82057 1.03373 0.10 0.07 0.26
```
Forces are in eV/Å.

Summary:
ΔE to the lowest compared entry with this formula, charge and spin = 316.8 kcal/mol
Lowest unoccupied orbital energy (spin up / spin down) = -0.162 / -0.156 Eh
Net charge = +1
Gap between HOMO and LUMO (spin up / spin down) = 6.62 / 6.76 eV


Molecular formula: C5H7NO
Method: DFT, ωB97M-V/def2-TZVPD

XYZ file:
```
14
Properties=species:S:1:pos:R:3:forces:R:3
C -2.33005 0.19827 -0.31799 -0.35 -0.24 -0.68
C -1.45890 -0.72746 -0.69527 0.16 0.25 0.32
C -0.14330 -0.61751 -0.53154 -0.23 -0.11 0.15
N 0.88580 -1.24396 -1.26718 0.00 -0.20 0.20
C 0.13667 0.44151 0.50426 -0.15 0.23 0.22
C 1.51121 0.76366 1.01142 0.19 0.02 -0.07
O -0.79029 1.07479 0.99490 0.52 0.09 -0.05
H -2.29485 1.01760 -1.02560 -0.45 0.51 0.17
H -3.08914 0.23117 0.45426 -0.02 -0.48 -0.16
H 0.47499 -1.94091 -1.88032 0.21 0.15 0.07
H 1.59448 -1.68474 -0.69404 -0.03 0.01 0.01
H 2.30831 0.53501 0.30358 -0.05 -0.04 0.06
H 1.50739 1.82775 1.26109 0.16 -0.18 -0.05
H 1.66966 0.21235 1.94649 0.04 0.00 -0.20
```
Forces are in eV/Å.

Summary:
ΔE to the lowest compared entry with this formula, charge and spin = 72.1 kcal/mol
Lowest unoccupied orbital energy = 0.024 Eh
Gap between HOMO and LUMO = 9.09 eV


Molecular formula: C5H7ClN2
Method: DFT, ωB97M-V/def2-TZVPD

XYZ file:
```
15
Properties=species:S:1:pos:R:3:forces:R:3
Cl -0.95502 -1.10802 -3.07298 -1.27 -1.65 -1.29
C -0.22218 0.09787 -2.23558 2.78 2.68 1.90
C -0.17922 0.16059 -0.89562 -1.74 -0.14 3.88
C 0.52093 1.24203 -0.00839 -1.58 1.27 -0.66
N 1.41599 0.91691 1.05063 1.93 -3.11 -0.53
C 1.06223 -0.15536 1.65921 -2.29 3.03 -0.61
N -0.33538 -0.65734 1.55206 2.86 -0.21 -0.41
C -0.99036 -0.73655 0.20622 2.94 0.92 -1.62
H 0.43051 0.81968 -2.84297 -1.17 -1.10 0.91
H -0.11105 1.78175 0.76924 -1.10 -0.03 -2.05
H 0.89399 1.93833 -0.73756 0.73 0.74 0.24
H 1.61568 -0.37190 2.55879 -0.15 -0.81 0.21
H -0.09598 -1.57655 1.87375 -1.20 -1.00 0.29
H -2.03027 -0.64053 0.28012 -1.56 1.65 0.28
H -1.01985 -1.71092 -0.15692 0.83 -2.24 -0.55
```
Forces are in eV/Å.

Summary:
ΔE to the lowest compared entry with this formula, charge and spin = 72.1 kcal/mol
Lowest unoccupied orbital energy = 0.027 Eh
Gap between HOMO and LUMO = 9.89 eV


Molecular formula: C3H10N2O2
Method: DFT, ωB97M-V/def2-TZVPD

XYZ file:
```
17
Properties=species:S:1:pos:R:3:forces:R:3
N -0.36790 -0.02535 2.86328 0.69 -0.99 0.71
C -0.37531 -0.24034 1.51219 0.40 -1.61 -1.12
O -0.07035 -1.38741 1.07768 -0.05 1.73 0.07
O -0.65506 0.79031 0.77662 0.27 -0.38 -0.62
H -1.22016 0.35976 3.21885 -0.11 0.32 0.36
H -0.03344 -0.89494 3.30104 -0.75 0.75 0.03
C -0.62052 0.20629 -2.50561 -0.31 -0.37 -1.29
N 0.31388 0.04776 -1.41892 0.04 -0.73 0.95
C 1.66866 0.52315 -1.72064 -0.13 0.35 -0.42
H -1.58835 -0.19141 -2.25549 -0.39 -0.10 0.47
H -0.76737 1.24499 -2.80070 0.23 0.12 0.29
H -0.33588 -0.33887 -3.42181 0.28 0.13 0.27
H 0.31165 -0.92234 -1.02687 0.13 0.72 -0.53
H -0.20225 0.50476 -0.30721 -0.36 0.49 0.45
H 2.08597 -0.07888 -2.56307 -0.16 0.76 0.40
H 2.31067 0.37456 -0.84712 -0.17 0.15 -0.13
H 1.58354 1.62765 -1.95827 0.38 -1.34 0.10
```
Forces are in eV/Å.

Summary:
ΔE to the lowest compared entry with this formula, charge and spin = 15.5 kcal/mol
Lowest unoccupied orbital energy = 0.029 Eh
Gap between HOMO and LUMO = 10.06 eV